# 1
The following is a quantum chemistry calculation of C27H44N3P3SeSm as an isolated structure in a non-equilibrium geometry, from the Open Molecules 2025 dataset.

Positions of all 79 atoms, in Å:
Sm -0.39 -0.08 -0.55
P -3.15 -0.15 -0.81
P 0.04 -2.87 -0.75
P -0.13 2.74 -0.52
H 3.50 -0.96 -2.10
C 3.51 0.04 -1.63
C 3.53 0.16 -0.28
H 3.72 -0.71 0.37
C -3.87 -0.22 -2.51
C -3.97 -1.59 -0.01
C -4.04 1.28 -0.08
C 1.75 -3.56 -0.72
C -0.82 -3.86 0.53
C -0.67 -3.43 -2.35
C 1.54 3.47 -0.46
C -1.02 3.58 0.82
C -0.85 3.44 -2.07
H 3.58 0.90 -2.32
H 3.41 1.11 0.24
H -4.96 -0.35 -2.44
H -3.43 -1.05 -3.08
H -3.63 0.71 -3.05
H -5.05 -1.48 -0.14
H -3.71 -1.61 1.06
H -3.62 -2.53 -0.45
H -5.12 1.11 -0.20
H -3.75 2.22 -0.57
H -3.78 1.36 0.98
H 1.79 -4.44 -1.38
H 2.02 -3.86 0.31
H 2.49 -2.82 -1.06
H -0.91 -4.91 0.23
H -1.82 -3.43 0.69
H -0.26 -3.78 1.47
H -0.38 -4.49 -2.43
H -0.27 -2.85 -3.20
H -1.76 -3.34 -2.38
H 1.59 4.43 -1.01
H 2.26 2.77 -0.90
H 1.84 3.64 0.58
H -0.99 4.67 0.69
H -0.57 3.32 1.79
H -2.07 3.25 0.85
H -0.55 4.50 -2.14
H -1.95 3.37 -2.06
H -0.49 2.87 -2.95
C 1.55 0.04 -4.80
C 2.93 -0.18 -4.86
C 3.62 -0.17 -6.08
C 2.93 0.11 -7.26
C 1.55 0.38 -7.21
C 0.88 0.39 -5.98
Se 0.28 -0.12 -3.18
H 1.45 -0.28 -2.14
H 3.50 -0.36 -3.94
H 4.69 -0.37 -6.10
H 3.45 0.11 -8.22
H 1.00 0.59 -8.12
H -0.16 0.65 -5.94
N -0.66 1.38 10.54
C -0.51 1.08 9.42
C -0.31 0.75 8.04
C -1.11 1.34 7.05
C -0.90 1.01 5.70
C 0.12 0.12 5.36
C 0.91 -0.48 6.35
C 0.71 -0.14 7.69
N 0.37 -0.16 4.00
C 1.34 -1.07 3.53
C 1.29 -1.01 2.18
N 0.31 -0.11 1.77
C -0.24 0.36 2.91
H -1.88 2.05 7.32
H -1.52 1.46 4.93
H 1.69 -1.20 6.07
H 1.36 -0.58 8.45
H 1.96 -1.69 4.18
H 1.88 -1.53 1.44
H -1.08 1.04 2.90

Properties
multiplicity: 6
LUMO level (alpha / beta): -10.0953 / -9.1112 eV
net charge: +3
gap between HOMO and LUMO (alpha / beta): 0.2072 / 0.2434 Ha
E_HOMO (alpha / beta): -15.73 / -15.74 eV

***

# 2
The following is a quantum chemistry calculation of a 7-piece molecular cluster, C27H44N6O3 overall in a non-equilibrium geometry, from the Open Molecules 2025 dataset.

Positions of all 80 atoms, in Å:
C 0.97 4.52 -3.08
O -0.24 4.86 -2.37
C -0.48 3.97 -1.31
C -1.69 3.10 -1.62
N -2.15 2.18 -0.57
H -1.29 1.54 -0.44
H -2.34 2.75 0.12
C -3.37 1.34 -0.82
C -3.23 0.12 0.03
O -4.21 -0.86 -0.20
C -3.99 -2.14 0.47
H 1.80 4.14 -2.37
H 1.17 5.46 -3.56
H 0.81 3.72 -3.88
H -0.79 4.52 -0.59
H 0.49 3.49 -1.14
H -1.37 2.60 -2.56
H -2.59 3.84 -1.89
H -3.27 0.99 -1.99
H -4.30 1.90 -0.52
H -3.32 0.27 1.18
H -2.40 -0.28 -0.28
H -4.88 -2.60 0.21
H -4.00 -1.95 1.54
H -3.20 -2.41 -0.01
C 0.73 0.57 -0.81
O -0.07 0.76 0.37
H 0.31 1.42 -1.49
H 0.60 -0.40 -1.20
H 1.72 1.01 -0.51
N 1.64 2.75 1.46
C 1.55 2.92 2.79
C 2.37 4.01 2.92
C 3.02 4.29 1.65
C 2.42 3.61 0.62
H 1.04 2.03 1.01
H 1.01 2.45 3.42
H 2.71 4.43 3.95
H 3.76 5.05 1.35
H 2.49 3.38 -0.38
N 2.29 -1.00 3.67
C 2.87 -1.36 4.86
C 4.23 -0.99 4.79
C 4.36 -0.32 3.39
C 3.10 -0.26 2.93
H 1.16 -1.21 3.70
H 2.46 -1.85 5.72
H 4.98 -1.03 5.52
H 5.12 0.21 3.01
H 2.86 0.20 2.04
N -0.64 -0.85 2.48
C -1.22 -0.57 3.70
C -1.42 -1.75 4.39
C -1.01 -2.82 3.40
C -0.53 -2.14 2.30
H -0.32 -0.17 1.73
H -1.49 0.56 4.05
H -1.78 -1.92 5.31
H -0.99 -3.81 3.32
H -0.09 -2.74 1.39
N 0.77 -4.27 -0.73
C -0.42 -3.53 -0.97
C -1.47 -4.48 -1.12
C -0.84 -5.85 -0.88
C 0.53 -5.58 -0.66
H 1.51 -3.72 -0.61
H -0.52 -2.30 -1.14
H -2.56 -4.46 -1.52
H -1.27 -6.75 -0.82
H 1.26 -6.28 -0.62
N -0.10 -2.29 -5.00
C -0.52 -1.61 -6.19
C 0.14 -0.39 -6.18
C 0.65 -0.21 -4.68
C 0.44 -1.43 -4.10
H -0.16 -3.30 -4.76
H -0.79 -2.23 -6.99
H 0.28 0.40 -6.91
H 1.01 0.50 -4.30
H 0.67 -1.73 -2.99

Properties
LUMO level: 0.0985 eV
net charge: 0
gap between HOMO and LUMO: 0.2875 Ha
ΔE to the lowest compared entry with this formula, charge and spin: 207.8 kJ/mol
E_HOMO: -7.72 eV

***

# 3
The following is a quantum chemistry calculation of C27H44O3PPt as an isolated structure in a non-equilibrium geometry, from the Open Molecules 2025 dataset.

Positions of all 76 atoms, in Å:
C 0.80 -2.78 -0.66
C 1.76 -1.94 -1.48
C 1.54 -2.30 -2.86
C 0.48 -3.23 -2.93
C 0.04 -3.55 -1.63
Pt 0.04 -0.85 -1.04
C -1.96 1.49 -1.06
C -1.69 0.78 0.14
H -1.32 1.31 1.02
C -1.62 -0.66 0.26
H -2.51 -1.19 -0.12
H -1.33 -0.99 1.28
C -2.44 2.94 -1.02
H -1.89 3.54 -0.29
H -2.30 3.40 -2.01
H -3.51 2.99 -0.76
C -2.64 0.69 -2.15
H -2.17 -0.29 -2.31
H -3.70 0.49 -1.90
H -2.61 1.20 -3.11
C 2.99 -1.31 -0.93
H 2.79 -0.92 0.07
H 3.82 -2.03 -0.88
H 3.29 -0.48 -1.57
C 2.40 -1.84 -3.97
H 2.91 -0.91 -3.69
H 3.17 -2.58 -4.22
H 1.82 -1.65 -4.88
C -0.03 -3.82 -4.20
H 0.04 -3.10 -5.02
H 0.55 -4.70 -4.49
H -1.08 -4.12 -4.09
C -0.99 -4.55 -1.27
H -1.88 -4.45 -1.91
H -0.62 -5.58 -1.38
H -1.31 -4.42 -0.23
C 1.07 -3.10 0.76
H 0.15 -3.45 1.25
H 1.83 -3.88 0.88
H 1.41 -2.20 1.28
C 0.24 0.78 -2.25
C -0.01 2.00 -1.62
C 0.45 0.73 -3.64
C 0.34 3.22 -2.26
H 0.07 1.81 -0.51
C 0.59 1.94 -4.34
H 0.43 -0.26 -4.17
C 0.61 3.16 -3.64
H 0.38 4.17 -1.68
H 0.74 1.89 -5.43
H 0.84 4.08 -4.19
C 0.73 -1.71 5.17
C -0.41 -1.29 4.28
O -0.03 -0.42 3.15
P 1.17 0.75 3.15
O 0.89 1.43 4.59
C -0.39 1.77 5.23
C -1.56 2.06 4.33
O 0.65 2.01 2.15
C 1.10 3.37 2.39
C 0.22 4.30 1.61
H 1.53 -2.20 4.60
H 0.33 -2.44 5.88
H 1.14 -0.87 5.75
H -0.87 -2.16 3.81
H -1.20 -0.78 4.85
H -0.62 0.95 5.92
H -0.15 2.66 5.82
H -1.85 1.19 3.72
H -2.41 2.30 4.98
H -1.39 2.94 3.69
H 1.03 3.58 3.46
H 2.14 3.46 2.08
H -0.84 4.13 1.83
H 0.46 5.33 1.88
H 0.38 4.18 0.53

Properties
multiplicity: 5
LUMO level (alpha / beta): -2.3813 / -5.3856 eV
net charge: +1
gap between HOMO and LUMO (alpha / beta): 0.2492 / 0.2143 Ha
ΔE to the lowest compared entry with this formula, charge and spin: 192.3 kJ/mol
E_HOMO (alpha / beta): -9.16 / -11.22 eV